C4H6 | ωB97M-V/def2-TZVPD

Summary:
Lowest unoccupied orbital energy in eV: 1.23
Energy above the lowest of the compared OMol25 structures with the same formula, charge and spin in eV: 2.463
Structure (SMILES): C#C.C=C
Total charge: 0
Gap between HOMO and LUMO in eV: 11.34
2S+1: 1

Each atom is followed by the atoms it is bonded to, with distances in Å.
Cartesian coordinates (Å):
1 C -2.0639 0.0994 -0.1956  C2 1.197, H5 1.063
2 C -2.6988 -0.4792 0.6376  C1 1.197, H6 1.032
3 C 2.1566 -0.1552 -0.4062  C4 1.323, H7 1.005, H8 1.077
4 C 1.0601 0.3882 0.0972  C3 1.323, H9 1.054, H10 1.094
5 H -1.8960 0.7751 -0.9989  C1 1.063
6 H -2.9164 -1.1282 1.4102  C2 1.032
7 H 2.4200 -1.0212 0.0299  C3 1.005
8 H 2.7509 0.4272 -1.0903  C3 1.077
9 H 0.5345 -0.2559 0.7450  C4 1.054
10 H 0.6530 1.3497 -0.2290  C4 1.094